# 1
This record from the Open Molecules 2025 dataset describes a cluster of 17 separate species, C17H68O17 in total in a non-equilibrium geometry. The level of theory is the ωB97M-V functional and the def2-TZVPD basis.

Atoms and positions in Å:
C1 -0.550 -2.257 2.616
O1 -1.794 -1.580 2.506
H1 0.332 -1.761 2.212
H2 -0.429 -2.455 3.681
H3 -0.634 -3.293 2.288
H4 -2.305 -1.473 3.311
C2 -0.184 -2.401 -4.063
O2 -1.062 -2.052 -3.003
H5 -0.765 -2.352 -4.984
H6 0.650 -1.714 -4.205
H7 0.173 -3.411 -3.860
H8 -1.599 -1.282 -3.204
C3 -1.717 -5.222 -2.699
O3 -2.644 -4.213 -2.713
H9 -1.113 -5.291 -3.604
H10 -0.985 -5.027 -1.915
H11 -2.213 -6.166 -2.475
H12 -2.124 -3.407 -2.727
C4 -3.738 0.187 -3.339
O4 -2.488 -0.015 -3.932
H13 -4.381 0.955 -3.768
H14 -4.435 -0.646 -3.436
H15 -3.504 0.527 -2.330
H16 -2.134 0.843 -4.177
C5 -2.288 4.129 -2.269
O5 -2.467 2.851 -1.688
H17 -1.260 4.462 -2.123
H18 -2.664 4.099 -3.292
H19 -2.837 4.825 -1.635
H20 -1.710 2.661 -1.129
C6 -0.606 -5.600 0.767
O6 0.252 -6.144 1.683
H21 -1.394 -5.037 1.266
H22 -0.155 -4.801 0.179
H23 -1.104 -6.287 0.083
H24 0.823 -5.454 2.028
C7 1.193 -2.459 -0.654
O7 2.421 -2.538 0.036
H25 1.074 -3.440 -1.115
H26 0.345 -2.253 0.000
H27 1.149 -1.693 -1.427
H28 3.140 -2.642 -0.591
C8 -0.324 2.258 3.330
O8 0.441 3.376 3.029
H29 -0.846 1.911 2.438
H30 0.313 1.393 3.514
H31 -1.072 2.405 4.109
H32 -0.092 4.169 3.121
C9 4.034 -1.524 -2.750
O9 3.938 -2.847 -2.308
H33 3.544 -0.822 -2.076
H34 5.058 -1.155 -2.804
H35 3.568 -1.449 -3.733
H36 4.180 -3.469 -2.999
C10 1.539 -0.565 5.379
O10 2.241 -0.554 6.617
H37 1.724 0.363 4.838
H38 1.969 -1.454 4.916
H39 0.486 -0.656 5.644
H40 1.856 -1.285 7.106
C11 1.470 2.001 -3.073
O11 0.165 1.722 -3.416
H41 2.140 1.827 -3.915
H42 1.534 3.029 -2.714
H43 1.800 1.506 -2.160
H44 -0.252 1.563 -2.566
C12 -3.121 -1.809 -0.543
O12 -3.650 -0.967 0.490
H45 -3.918 -2.182 -1.186
H46 -2.400 -1.215 -1.104
H47 -2.612 -2.676 -0.121
H48 -3.130 -1.126 1.281
C13 -4.102 5.727 1.104
O13 -4.852 6.581 0.194
H49 -4.597 5.513 2.051
H50 -3.913 4.770 0.617
H51 -3.176 6.245 1.354
H52 -4.930 7.481 0.521
C14 0.131 0.704 -0.082
O14 -0.177 2.142 0.026
H53 1.209 0.550 -0.123
H54 -0.291 0.109 0.727
H55 -0.351 0.354 -0.996
H56 0.154 2.585 0.812
C15 3.135 -4.902 2.775
O15 1.982 -4.212 2.413
H57 3.690 -5.075 1.853
H58 3.762 -4.440 3.537
H59 2.872 -5.916 3.078
H60 2.288 -3.437 1.938
C16 3.177 4.247 -0.583
O16 4.307 4.713 0.049
H61 2.768 5.035 -1.215
H62 3.370 3.316 -1.116
H63 2.409 4.026 0.158
H64 4.057 5.142 0.871
C17 2.044 6.276 2.394
O17 2.518 5.185 3.098
H65 1.472 5.812 1.591
H66 1.533 7.046 2.973
H67 2.873 6.884 2.033
H68 1.787 4.598 3.306

Properties
* frontier orbital gap: 9.3 eV
* max |F|: 2.62 eV/A

=====

# 2
This record from the Open Molecules 2025 dataset describes a cluster of 21 separate species, C17H78BClN3O26PS in total in a non-equilibrium geometry. The level of theory is the ωB97M-V functional and the def2-TZVPD basis.

Atoms and positions in Å:
C1 3.545 -1.338 1.789
B1 2.138 -2.154 1.558
O1 1.422 -2.676 2.711
C2 1.471 -2.372 0.060
C3 1.765 -3.949 -0.285
N1 2.925 -3.967 -1.233
O2 0.064 -2.057 0.204
C4 -0.491 -1.339 -0.924
C5 -0.195 -2.086 -2.326
N2 1.053 -1.633 -3.023
C6 0.059 0.162 -0.853
C7 0.255 0.733 0.646
C8 -0.054 2.327 0.745
C9 0.247 2.885 2.233
S1 1.464 4.273 2.267
O3 1.307 4.955 3.618
O4 1.252 5.325 1.211
Cl1 3.377 3.474 2.193
C10 -2.118 -1.444 -0.724
N3 -2.546 -1.249 0.691
C11 -2.916 -0.468 -1.760
C12 -3.340 0.942 -1.117
C13 -3.253 2.052 -2.310
C14 -3.031 3.548 -1.770
O5 -2.123 4.231 -2.734
C15 -0.768 4.118 -2.305
O6 0.085 3.371 -2.849
P1 -2.751 -3.213 -1.189
C16 -1.879 -4.544 -0.169
C17 -4.594 -3.381 -0.720
H1 3.618 -0.445 1.058
H2 3.565 -1.007 2.889
H3 4.415 -2.070 1.647
H4 2.013 -3.389 3.061
H5 2.067 -1.696 -0.637
H6 0.838 -4.477 -0.681
H7 2.083 -4.472 0.685
H8 2.667 -3.615 -2.171
H9 3.581 -3.255 -0.859
H10 -0.095 -3.230 -2.198
H11 -1.053 -1.960 -3.091
H12 1.091 -2.190 -3.896
H13 0.952 -0.649 -3.338
H14 1.092 0.300 -1.357
H15 -0.618 0.934 -1.388
H16 -0.270 0.132 1.456
H17 1.387 0.649 0.876
H18 0.653 2.816 -0.026
H19 -1.111 2.595 0.419
H20 -0.741 3.114 2.763
H21 0.719 2.010 2.821
H22 -2.312 -0.320 1.060
H23 -2.244 -2.013 1.305
H24 -3.901 -1.021 -2.006
H25 -2.344 -0.293 -2.728
H26 -2.532 1.236 -0.367
H27 -4.361 0.950 -0.608
H28 -4.280 2.031 -2.815
H29 -2.417 1.834 -3.055
H30 -2.572 3.626 -0.729
H31 -4.011 4.152 -1.761
H32 -0.382 4.765 -1.427
H33 -1.226 -5.195 -0.865
H34 -2.705 -5.266 0.216
H35 -1.319 -4.172 0.753
H36 -4.903 -4.483 -0.830
H37 -5.283 -2.717 -1.347
H38 -4.679 -3.146 0.408
O7 -3.790 6.555 -1.612
H39 -3.113 5.980 -1.990
H40 -4.277 6.880 -2.379
O8 3.985 -6.382 -3.062
H41 3.660 -6.513 -3.961
H42 3.405 -5.696 -2.699
O9 -1.491 6.857 -3.944
H43 -0.579 6.662 -4.196
H44 -1.918 5.990 -3.924
O10 -1.430 9.493 -5.670
H45 -1.281 10.291 -5.148
H46 -1.285 8.773 -5.042
O11 2.633 7.804 2.133
H47 3.542 7.607 1.877
H48 2.207 6.936 2.174
O12 4.353 -3.376 3.915
H49 4.022 -3.508 4.812
H50 5.314 -3.319 4.024
O13 -1.702 5.828 3.251
H51 -0.774 5.582 3.358
H52 -1.689 6.795 3.262
O14 7.269 -3.360 3.473
H53 7.407 -3.180 2.535
H54 8.019 -3.923 3.717
O15 8.185 -5.760 4.626
H55 7.430 -5.762 5.228
H56 7.952 -6.418 3.958
O16 4.756 -8.136 -0.466
H57 5.287 -8.862 -0.815
H58 4.540 -7.608 -1.248
O17 -3.004 -7.171 -0.745
H59 -3.824 -7.066 -0.245
H60 -2.603 -7.966 -0.373
O18 3.409 5.398 -0.732
H61 2.660 5.400 -0.117
H62 3.172 4.731 -1.388
O19 -1.900 8.946 4.507
H63 -2.219 8.821 5.410
H64 -0.941 9.010 4.605
O20 -1.938 3.807 -5.789
H65 -2.824 4.129 -5.994
H66 -1.918 3.770 -4.824
O21 -3.522 -6.073 1.988
H67 -3.371 -5.268 2.500
H68 -3.378 -6.786 2.626
O22 -5.002 -4.539 -3.365
H69 -4.325 -5.117 -3.738
H70 -5.491 -4.223 -4.135
O23 -4.543 10.497 3.754
H71 -4.417 10.667 2.813
H72 -3.788 9.943 3.994
O24 4.193 -0.979 -2.593
H73 3.321 -1.357 -2.775
H74 4.070 -0.031 -2.724
O25 -4.147 -9.089 3.090
H75 -4.898 -9.090 3.696
H76 -4.383 -9.747 2.425
O26 4.093 -0.716 4.978
H77 5.018 -0.968 5.094
H78 4.109 0.249 4.997

Properties
* frontier orbital gap: 5.8 eV
* max |F|: 6.13 eV/A

=====

# 3
This record from the Open Molecules 2025 dataset describes a structure of composition C3H4IrO3 in a non-equilibrium geometry. The level of theory is the ωB97M-V functional and the def2-TZVPD basis.

Atoms and positions in Å:
C1 -0.925 2.068 0.030
O1 0.228 2.120 -0.467
O2 0.610 -0.799 -1.346
O3 -1.342 0.856 0.448
C2 0.416 -1.157 -0.126
C3 -0.677 -0.395 0.597
H1 0.333 -2.249 0.030
H2 -0.265 -0.328 1.619
H3 -1.539 -1.071 0.509
Ir1 1.304 0.989 -1.478
H4 1.856 -0.033 0.185

Properties
* total charge: +1
* frontier orbital gap (spin up / spin down): 7.2 / 6.6 eV
* spin multiplicity: 5
* max |F|: 5.46 eV/A

=====

# 4
This record from the Open Molecules 2025 dataset describes a structure of composition C47H55IIrN4O3SSeSi in a non-equilibrium geometry. The level of theory is the ωB97M-V functional and the def2-TZVPD basis.

Atoms and positions in Å:
Ir1 -0.717 0.399 0.671
C1 2.190 -2.971 0.220
C2 1.610 -2.831 1.596
N1 2.157 -3.498 2.585
C3 1.655 -3.395 3.829
C4 0.680 -2.493 4.169
C5 0.149 -2.430 5.577
O1 -1.269 -2.594 5.534
C6 0.119 -1.711 3.132
C7 -0.826 -0.678 3.459
N2 -1.422 0.135 2.651
C8 -2.419 0.982 3.227
C9 -3.230 0.526 4.268
C10 -4.185 1.350 4.837
C11 -4.370 2.644 4.369
C12 -3.610 3.099 3.302
C13 -2.660 2.258 2.749
I1 -1.541 2.967 1.135
C14 0.486 -1.984 1.813
O2 -0.190 -1.536 0.768
H1 2.857 -3.829 0.194
H2 2.763 -2.077 -0.036
H3 1.403 -3.086 -0.525
H4 2.084 -4.061 4.567
H5 0.396 -1.473 6.052
H6 0.625 -3.218 6.161
H7 -1.559 -3.062 6.323
H8 -1.030 -0.550 4.517
H9 -3.123 -0.495 4.613
H10 -4.800 0.973 5.642
H11 -5.115 3.289 4.813
H12 -3.764 4.093 2.903
C15 4.789 4.214 3.104
C16 4.809 3.363 1.833
C17 5.925 2.308 1.951
C18 5.086 4.276 0.630
C19 3.503 2.614 1.633
C20 2.527 2.506 2.621
C21 1.383 1.774 2.385
N3 1.158 1.135 1.232
C22 2.089 1.219 0.256
C23 3.247 1.946 0.434
C24 1.752 0.492 -0.974
C25 2.662 0.142 -1.957
C26 2.262 -0.642 -3.034
C27 0.926 -1.056 -3.044
C28 0.068 -0.670 -2.040
N4 0.474 0.112 -1.033
C29 3.218 -1.087 -4.128
C30 3.355 -2.618 -4.040
C31 4.602 -0.456 -3.979
C32 2.636 -0.695 -5.495
H13 5.726 4.765 3.178
H14 4.702 3.602 4.004
H15 3.976 4.942 3.089
H16 6.876 2.806 2.141
H17 6.024 1.726 1.033
H18 5.730 1.620 2.775
H19 5.998 4.843 0.813
H20 4.271 4.986 0.478
H21 5.234 3.715 -0.293
H22 2.638 2.993 3.578
H23 0.624 1.673 3.147
H24 3.955 2.005 -0.379
H25 3.690 0.455 -1.863
H26 0.547 -1.691 -3.833
H27 -0.968 -0.980 -2.012
H28 3.756 -2.916 -3.069
H29 4.041 -2.966 -4.813
H30 2.397 -3.118 -4.186
H31 5.088 -0.756 -3.049
H32 4.556 0.634 -4.025
H33 5.236 -0.793 -4.798
H34 1.678 -1.178 -5.687
H35 3.325 -1.000 -6.282
H36 2.498 0.386 -5.564
C33 -2.103 -4.950 -0.929
Si1 -2.767 -4.400 0.722
C34 -1.603 -4.819 2.117
C35 -4.494 -5.006 1.060
Se1 -2.998 -2.086 0.618
H37 -2.064 -6.042 -0.982
H38 -1.090 -4.571 -1.085
H39 -2.735 -4.596 -1.744
H40 -1.660 -5.890 2.331
H41 -1.860 -4.277 3.029
H42 -0.566 -4.592 1.862
H43 -4.505 -6.099 1.063
H44 -5.204 -4.667 0.305
H45 -4.842 -4.663 2.036
O3 -2.333 0.399 -1.005
S1 -3.351 1.503 -1.312
C36 -4.386 0.807 -2.572
C37 -5.726 1.160 -2.533
C38 -6.575 0.680 -3.521
C39 -6.077 -0.144 -4.517
C40 -4.733 -0.505 -4.530
C41 -3.876 -0.031 -3.554
C42 -2.465 2.737 -2.257
C43 -1.362 2.387 -3.021
C44 -0.663 3.379 -3.689
C45 -1.069 4.705 -3.591
C46 -2.177 5.044 -2.827
C47 -2.877 4.058 -2.146
H46 -6.101 1.802 -1.744
H47 -7.623 0.948 -3.507
H48 -6.740 -0.516 -5.287
H49 -4.354 -1.152 -5.310
H50 -2.832 -0.313 -3.548
H51 -1.055 1.353 -3.088
H52 0.194 3.117 -4.296
H53 -0.518 5.477 -4.112
H54 -2.492 6.076 -2.755
H55 -3.736 4.314 -1.537

Properties
* total charge: +2
* frontier orbital gap (spin up / spin down): 6.9 / 6.4 eV
* spin multiplicity: 2
* max |F|: 1.94 eV/A

=====

# 5
This record from the Open Molecules 2025 dataset describes a cluster of 4 separate species, C4H13NO6 in total in a non-equilibrium geometry. The level of theory is the ωB97M-V functional and the def2-TZVPD basis.

Atoms and positions in Å:
O1 1.767 1.309 -1.011
C1 1.129 0.557 -0.339
N1 1.688 -0.337 0.608
C2 1.100 -1.305 1.421
O2 1.640 -1.381 2.633
O3 0.162 -1.928 0.974
C3 -0.444 0.700 -0.306
C4 -0.592 2.242 -0.317
H1 2.646 -0.128 0.825
H2 1.163 -2.123 3.046
H3 -0.703 0.271 0.672
H4 -0.973 0.378 -1.183
H5 0.102 2.700 0.381
H6 -0.467 2.603 -1.340
H7 -1.540 2.560 0.051
H8 -2.431 -0.529 2.845
H9 -1.693 -0.061 4.040
O4 -1.738 0.097 3.089
H10 -0.026 -1.888 -1.187
H11 0.320 -2.319 -2.660
O5 0.076 -1.574 -2.101
H12 0.399 0.057 -3.266
H13 -1.136 -0.235 -3.269
O6 -0.448 0.333 -3.605

Properties
* frontier orbital gap: 10.1 eV
* structure (SMILES): CCC(=O)NC(=O)O.O.O.O
* max |F|: 3.13 eV/A

=====

# 6
This record from the Open Molecules 2025 dataset describes a structure of composition C6H7Br2NO in a non-equilibrium geometry. The level of theory is the ωB97M-V functional and the def2-TZVPD basis.

Atoms and positions in Å:
C1 -1.362 0.356 1.991
C2 -0.648 -0.983 2.165
C3 -1.119 1.142 0.953
C4 0.510 -1.166 1.217
C5 0.428 -0.256 -0.057
C6 1.262 0.091 -2.251
N1 -0.267 0.799 -0.096
O1 1.254 -0.703 -1.065
Br1 2.122 -0.343 1.973
Br2 -2.006 -2.430 2.120
H1 -2.294 0.398 2.521
H2 -0.317 -0.988 3.301
H3 -1.719 1.950 0.639
H4 0.941 -2.217 1.057
H5 1.552 1.284 -2.047
H6 0.192 0.010 -2.660
H7 2.098 -0.183 -2.956

Properties
* frontier orbital gap: 9.0 eV
* max |F|: 3.32 eV/A